DFT (ωB97M-V/def2-TZVPD) results for 2 unconnected molecules or ions with the total composition C2H5N3O2 at a distorted geometry.

Properties
Lowest unoccupied orbital energy ... 0.184 eV
Frontier orbital gap ... 10.09 eV
M ... 103.08 g/mol
DFT total energy ... -393.96458 hartree
SMILES ... NC(N)=O.N=C=O

Each line ends with the Mulliken charge.
Cartesian coordinates (Å):
O 1.75408 -1.76649 0.79584  -0.61
H 2.73717 0.39563 0.22229  0.22
N -0.04848 -1.12057 -0.44598  -0.38
O -0.42690 1.77445 0.28596  -0.44
H 1.32962 0.93790 -0.74364  0.23
H -0.75050 -0.48255 -0.77125  0.11
N -2.65506 1.11374 0.54707  -0.49
H -3.01576 0.55090 -0.22513  0.29
C -1.47382 1.22033 0.47214  0.60
C 1.17065 -0.86156 0.23113  0.57
N 1.80691 0.27031 -0.15258  -0.34
H -0.42791 -2.03209 -0.21585  0.24